{"formula": "C21H17BrFN3O3SV", "method": "wB97M-V/def2-TZVPD", "gap_ha": [0.264, 0.286], "spin_multiplicity": 3, "total_charge": 1, "e_lumo_ev": [-3.46, -3.61], "s2": 2.013, "symbols": ["V", "C", "C", "C", "C", "C", "C", "C", "F", "C", "C", "C", "O", "C", "C", "N", "C", "C", "O", "O", "H", "H", "H", "H", "H", "H", "H", "H", "H", "H", "H", "C", "C", "C", "C", "C", "Br", "N", "C", "H", "H", "H", "H", "H", "H", "S", "C", "N"], "xyz": [[-0.901, -1.976, 0.722], [3.191, 1.558, -3.852], [1.945, 2.364, -3.488], [2.365, 3.761, -3.040], [1.149, 4.583, -2.648], [0.425, 3.875, -1.549], [-0.274, 4.583, -0.596], [-0.928, 3.919, 0.438], [-1.580, 4.635, 1.357], [-0.910, 2.549, 0.527], [-0.210, 1.807, -0.434], [-0.210, 0.362, -0.332], [-0.776, -0.194, 0.664], [0.431, -0.331, -1.398], [1.071, 0.392, -2.385], [1.159, 1.718, -2.421], [0.476, 2.468, -1.481], [0.491, -1.837, -1.576], [1.032, -2.306, -2.553], [-0.054, -2.538, -0.635], [3.820, 2.162, -4.500], [2.965, 0.640, -4.385], [3.760, 1.317, -2.957], [1.289, 2.446, -4.365], [2.897, 4.251, -3.853], [3.045, 3.678, -2.190], [0.487, 4.703, -3.510], [1.438, 5.580, -2.320], [-0.317, 5.659, -0.636], [-1.429, 2.037, 1.322], [1.522, -0.185, -3.181], [-2.870, -4.921, 4.846], [-1.702, -4.230, 4.231], [-0.425, -4.251, 4.797], [0.621, -3.593, 4.161], [0.341, -2.933, 2.982], [1.654, -1.990, 1.989], [-0.873, -2.883, 2.424], [-1.872, -3.527, 3.041], [-2.603, -5.393, 5.787], [-3.255, -5.681, 4.166], [-3.677, -4.211, 5.018], [-0.241, -4.774, 5.724], [1.619, -3.587, 4.573], [-2.844, -3.479, 2.555], [-4.992, -2.068, -1.073], [-3.634, -2.074, -0.294], [-2.618, -2.082, 0.328]], "forces_ev_per_a": [[-0.42, -0.35, 2.69], [-0.25, -0.02, 0.00], [0.58, 0.44, -0.61], [-0.34, 0.05, -0.08], [0.15, -0.01, -0.06], [-0.08, 0.10, 0.08], [0.05, -0.27, 0.00], [0.04, -0.54, -0.04], [0.02, -0.02, -0.07], [-0.05, 0.36, 0.08], [0.06, 0.05, -0.03], [0.84, 0.62, -1.39], [0.24, 2.67, 0.27], [-0.30, 0.07, 0.44], [-0.06, 0.08, 0.09], [-0.12, -0.63, 0.07], [-0.54, 0.06, 0.78], [1.02, 0.75, -1.60], [-0.22, 0.11, 0.42], [1.78, -2.12, -2.86], [-0.01, 0.04, -0.05], [0.01, -0.09, -0.05], [0.09, -0.04, 0.11], [0.07, 0.04, 0.11], [0.07, -0.11, -0.05], [0.09, -0.01, 0.01], [0.00, 0.03, -0.04], [-0.01, 0.01, -0.01], [0.02, 0.16, -0.03], [-0.03, 0.00, 0.05], [0.12, 0.12, 0.05], [-0.21, -0.06, -0.01], [0.36, 0.18, -0.12], [-0.26, 0.24, -0.50], [0.03, 0.13, -0.14], [0.15, -0.03, 0.28], [0.24, -0.13, 0.41], [0.68, -1.16, 2.19], [-0.31, -0.22, 0.22], [-0.03, -0.02, 0.03], [-0.01, -0.09, 0.04], [-0.05, 0.00, 0.10], [-0.02, -0.06, 0.08], [0.03, 0.01, -0.05], [0.18, 0.04, 0.03], [-0.22, 0.00, -0.16], [-0.34, 0.00, -0.02], [-3.04, -0.40, -0.68]]}


{"formula": "C45H50N3SSb2Ti", "method": "wB97M-V/def2-TZVPD", "gap_ha": 0.273, "e_above_lowest_ev": 2.495, "spin_multiplicity": 1, "total_charge": 1, "e_lumo_ev": -2.35, "symbols": ["Ti", "N", "C", "C", "C", "C", "C", "C", "C", "C", "C", "C", "C", "C", "H", "H", "H", "H", "H", "H", "H", "H", "H", "H", "C", "C", "C", "Sb", "C", "C", "C", "C", "C", "C", "C", "C", "C", "C", "C", "C", "Sb", "C", "C", "C", "C", "C", "C", "C", "C", "C", "C", "C", "C", "H", "H", "H", "H", "H", "H", "H", "H", "H", "H", "H", "H", "H", "H", "H", "H", "H", "H", "H", "H", "H", "H", "H", "H", "H", "H", "S", "C", "C", "N", "C", "C", "C", "C", "N", "H", "H", "H", "H", "H", "H", "H", "H", "H", "H", "H", "H", "H", "H"], "xyz": [[-0.075, -0.237, 0.067], [-1.714, -1.050, 0.543], [-1.599, -2.269, 1.234], [-2.478, -3.321, 0.943], [-2.314, -4.564, 1.512], [-1.252, -4.788, 2.389], [-0.436, -3.736, 2.744], [-0.608, -2.444, 2.222], [0.182, -1.299, 2.773], [0.669, -1.377, 4.087], [1.394, -0.338, 4.639], [1.642, 0.819, 3.902], [1.128, 0.932, 2.625], [0.397, -0.116, 2.038], [-2.168, 0.507, 1.763], [-2.547, -1.014, -0.033], [-3.283, -3.142, 0.236], [-3.001, -5.364, 1.268], [-1.077, -5.774, 2.799], [0.374, -3.915, 3.438], [0.465, -2.254, 4.689], [1.766, -0.427, 5.654], [2.233, 1.622, 4.325], [1.293, 1.841, 2.062], [2.586, -0.308, -0.650], [2.270, -1.692, -1.265], [0.777, -1.949, -1.558], [-0.003, -0.482, -3.075], [-2.026, -1.194, -3.289], [-3.010, -0.512, -2.565], [-4.358, -0.783, -2.772], [-4.744, -1.705, -3.738], [-3.779, -2.350, -4.497], [-2.430, -2.096, -4.275], [1.087, -1.682, -4.486], [0.922, -3.061, -4.630], [1.807, -3.798, -5.406], [2.876, -3.167, -6.036], [3.043, -1.796, -5.908], [2.150, -1.055, -5.139], [2.836, 1.367, -2.056], [4.950, 1.086, -2.292], [5.502, -0.162, -2.586], [6.859, -0.290, -2.859], [7.677, 0.832, -2.860], [7.137, 2.082, -2.583], [5.782, 2.210, -2.303], [3.018, 2.838, -0.521], [2.395, 4.071, -0.696], [2.509, 5.061, 0.276], [3.246, 4.821, 1.428], [3.875, 3.594, 1.608], [3.762, 2.607, 0.635], [3.500, -0.354, -0.066], [1.819, 0.008, 0.065], [2.624, -2.474, -0.593], [2.823, -1.821, -2.195], [0.210, -2.033, -0.618], [0.650, -2.923, -2.013], [-2.723, 0.264, -1.865], [-5.111, -0.255, -2.197], [-5.796, -1.902, -3.913], [-4.076, -3.045, -5.274], [-1.692, -2.598, -4.890], [0.104, -3.576, -4.139], [1.670, -4.868, -5.512], [3.574, -3.746, -6.628], [3.871, -1.299, -6.400], [2.284, 0.016, -5.054], [4.879, -1.051, -2.608], [7.276, -1.265, -3.080], [8.734, 0.732, -3.076], [7.771, 2.961, -2.591], [5.372, 3.192, -2.087], [1.812, 4.264, -1.589], [2.021, 6.019, 0.133], [3.336, 5.591, 2.184], [4.464, 3.409, 2.498], [4.273, 1.662, 0.780], [-0.653, 1.781, -0.381], [-5.588, 2.912, 1.633], [-4.483, 3.357, 2.585], [-4.108, 2.325, 3.570], [-4.724, 2.395, 4.911], [-5.867, 1.411, 5.121], [-3.311, 1.331, 3.214], [-2.910, 0.250, 4.172], [-2.840, 1.228, 1.994], [-5.776, 3.697, 0.900], [-6.516, 2.728, 2.174], [-5.318, 2.002, 1.095], [-4.804, 4.229, 3.146], [-3.589, 3.657, 2.037], [-5.094, 3.410, 5.021], [-3.953, 2.261, 5.667], [-6.619, 1.511, 4.337], [-6.349, 1.616, 6.078], [-5.519, 0.378, 5.138], [-1.939, -0.149, 3.877], [-3.635, -0.564, 4.134], [-2.847, 0.609, 5.194], [-2.929, 1.940, 1.286]], "forces_ev_per_a": [[-1.16, 2.32, 0.05], [-0.29, -0.88, 0.08], [-0.11, 0.19, 0.01], [0.02, -0.07, -0.11], [0.02, 0.00, 0.05], [-0.07, -0.01, -0.01], [0.03, 0.03, 0.00], [0.12, 0.11, 0.09], [-0.07, -0.08, -0.14], [0.00, -0.01, 0.03], [0.03, 0.00, -0.01], [-0.01, -0.04, 0.08], [-0.15, -0.11, 0.03], [0.49, -0.17, 0.30], [0.19, -0.25, -0.10], [-0.10, 0.09, 0.04], [0.05, -0.03, -0.02], [0.03, 0.01, -0.02], [-0.02, 0.04, 0.00], [-0.02, 0.01, 0.00], [0.01, 0.04, 0.00], [-0.01, 0.01, -0.05], [-0.06, 0.00, 0.01], [0.04, 0.06, -0.07], [-0.22, -0.38, -0.74], [-0.17, 0.13, 0.05], [0.42, 0.68, 0.25], [-0.28, -0.26, -0.62], [-0.01, -0.01, -0.16], [-0.06, -0.18, -0.14], [0.06, -0.01, 0.00], [0.01, 0.02, 0.04], [0.03, 0.00, 0.01], [0.04, -0.02, 0.11], [0.04, -0.04, 0.03], [0.12, 0.05, -0.07], [0.02, 0.06, 0.00], [-0.04, 0.01, 0.01], [-0.03, 0.00, 0.02], [-0.10, -0.14, -0.06], [0.28, 0.13, 0.14], [0.11, 0.05, -0.07], [0.00, 0.08, 0.03], [-0.01, 0.04, 0.01], [-0.03, 0.01, 0.03], [-0.07, -0.04, 0.00], [-0.01, -0.17, 0.00], [0.01, 0.02, 0.03], [0.04, 0.00, 0.15], [0.00, -0.04, 0.00], [-0.02, -0.03, -0.03], [-0.01, -0.03, -0.04], [-0.02, 0.13, -0.01], [0.01, 0.02, 0.15], [0.86, 0.25, 0.45], [0.04, -0.08, 0.07], [0.03, -0.01, -0.09], [-0.02, -0.86, -0.12], [-0.20, -0.09, -0.06], [0.03, 0.06, 0.07], [0.03, 0.00, -0.03], [0.06, 0.01, 0.01], [0.03, 0.03, 0.05], [-0.06, 0.03, 0.00], [0.03, -0.01, 0.04], [0.00, 0.03, -0.01], [-0.04, 0.03, 0.02], [-0.04, -0.02, 0.01], [0.03, 0.03, 0.03], [0.02, 0.03, -0.01], [-0.02, 0.02, 0.01], [-0.04, 0.01, 0.00], [-0.02, -0.03, 0.01], [0.04, -0.04, 0.01], [-0.02, 0.00, 0.02], [0.03, -0.05, 0.00], [0.01, -0.02, -0.03], [-0.03, 0.01, -0.02], [0.03, 0.00, 0.00], [0.40, -1.03, 0.02], [0.00, 0.03, 0.03], [-0.06, -0.14, -0.03], [-0.07, 0.04, 0.07], [-0.05, -0.10, -0.09], [-0.01, 0.04, -0.03], [-0.05, -0.01, 0.17], [0.01, 0.02, -0.07], [-0.08, 0.32, 0.09], [0.01, -0.04, 0.03], [0.02, -0.01, -0.02], [-0.02, 0.02, 0.01], [0.03, 0.04, 0.04], [0.05, 0.03, 0.01], [0.03, 0.06, -0.01], [0.04, 0.02, 0.02], [0.03, -0.01, 0.04], [0.03, -0.02, -0.04], [-0.02, 0.03, -0.02], [-0.01, 0.02, 0.01], [-0.02, 0.01, -0.01], [0.00, 0.00, 0.00], [-0.06, 0.03, 0.00]]}